DFT (ωB97M-V with the def2-TZVPD basis set) results for a cluster of 3 separate species, C49H60FNO11S in total.

Output
Charge: 0
Molecular weight, g mol⁻¹: 890.080
Max |F|, eV/A: 6.80
Structure (SMILES): CC[C@H](C)C(N)([C@@H](C)CC)[C@@](COCOCCO)(OC[C@H](C)C(C)C)OCS(=O)(=O)F.O=C1c2ccccc2C(=O)c2ccccc21.O=C1c2ccccc2C(=O)c2ccccc21
Lowest unoccupied orbital energy, Eh: -0.037
E_tot, Eh: -3283.1724
2S+1: 1

Structure (XYZ):
```
123
Properties=species:S:1:pos:R:3:forces:R:3:lowdin_charge:R:1
C -3.4200 3.8128 1.9385 -0.7 1.2 -0.5 -0.14
C -2.6139 4.0865 0.5117 0.4 0.9 1.0 -0.21
C -3.3375 3.4602 -0.8086 -0.9 0.7 0.2 -0.27
C -4.9233 3.2806 -0.5080 -1.2 0.6 -0.1 -0.11
C -2.5464 2.2264 -1.5692 0.3 2.4 -1.2 -0.25
N -1.1565 2.8617 -1.8226 -0.4 -1.9 1.0 0.04
C -3.2070 2.2148 -3.0777 -0.4 0.3 -1.4 -0.26
C -2.1902 2.8674 -4.2406 -1.5 -0.2 -0.7 -0.10
C -3.7198 0.8142 -3.6872 -0.2 0.0 -1.8 -0.21
C -5.0200 1.1437 -4.6817 0.0 -1.0 1.2 -0.13
C -2.4737 0.8060 -0.7908 -0.5 -0.1 3.5 -0.27
C -1.7225 0.8759 0.7066 -0.1 1.1 1.3 -0.07
O -1.0870 -0.3888 1.0990 0.5 1.2 0.3 -0.19
C -0.3149 -0.2547 2.3484 -0.6 0.6 0.8 -0.18
O -0.7051 -1.3421 3.2606 1.1 0.4 -2.3 -0.16
C -0.2510 -2.6582 2.7832 -0.2 -1.2 0.4 -0.16
C -1.0790 -3.8237 3.6438 -0.1 0.5 -0.5 -0.19
O -0.7258 -5.1462 3.0475 -0.9 2.1 -0.8 -0.15
O -3.8586 0.3716 -0.3932 2.2 -0.5 -1.6 -0.13
C -4.0098 -1.0684 -0.3177 -2.7 -2.1 1.2 -0.14
C -5.4898 -1.3068 0.4383 0.1 0.1 0.2 -0.28
C -5.5052 -2.6889 1.3279 0.1 -0.3 -0.4 -0.11
C -6.7515 -1.3244 -0.6057 -0.7 0.0 0.3 -0.37
C -6.8012 -0.0771 -1.6679 -1.1 -0.7 -0.3 -0.10
C -6.9375 -2.7716 -1.4107 -1.3 0.9 0.9 -0.11
O -1.9068 -0.3502 -1.4067 2.0 1.0 -2.1 -0.11
C -0.8137 -0.2757 -2.3087 -1.1 -1.0 -2.8 -0.18
S 0.9238 -0.4618 -1.5313 3.1 -2.4 5.5 0.94
O 1.2679 0.6433 -0.5131 -1.6 -3.5 -4.3 -0.34
O 1.1673 -1.9224 -0.9946 -1.4 6.1 -2.8 -0.34
F 2.0267 -0.3022 -2.8786 -2.3 0.0 2.0 -0.26
H -3.8883 2.7448 2.0214 1.2 2.0 0.0 0.06
H -2.7813 4.1392 2.8741 -1.2 -1.0 -2.0 0.09
H -4.3435 4.5694 1.9125 1.9 -1.7 0.2 0.08
H -2.6198 5.2758 0.3977 0.0 -2.6 0.2 0.12
H -1.4553 3.8181 0.6168 -2.7 0.4 -0.4 0.10
H -3.3091 4.3427 -1.6202 0.1 -2.1 1.6 0.15
H -5.3422 4.3194 -0.0952 1.0 -2.2 -0.9 0.10
H -5.5684 3.0599 -1.4787 1.6 0.4 1.9 0.08
H -5.2206 2.4793 0.2879 0.9 1.4 -1.6 0.08
H -1.2048 3.8943 -1.8589 0.1 -1.2 0.4 0.09
H -0.4434 2.4859 -1.1741 -0.6 0.9 -0.4 0.06
H -4.1433 2.9578 -3.1323 2.0 -1.7 0.5 0.13
H -1.9687 4.0064 -4.0551 -0.1 -2.4 -0.3 0.09
H -2.8424 2.8322 -5.2402 1.4 0.1 2.1 0.08
H -1.2505 2.2086 -4.4500 -1.6 1.5 0.6 0.07
H -2.8808 0.3917 -4.4214 -1.6 0.7 1.7 0.12
H -4.0173 -0.0338 -2.9493 0.6 1.8 -1.1 0.08
H -5.5195 0.1029 -4.9594 1.0 2.3 0.3 0.08
H -4.7110 1.7379 -5.6474 -0.7 -1.2 2.1 0.08
H -5.7933 1.7232 -3.9975 1.5 -1.0 -1.7 0.08
H -0.9242 1.7165 0.7914 -1.3 -1.3 -0.5 0.12
H -2.5488 1.1007 1.5322 1.6 -0.3 -2.0 0.15
H 0.8504 -0.2055 2.1982 -2.2 -0.5 -0.2 0.15
H -0.6308 0.7683 2.8400 0.5 -2.2 -0.6 0.15
H -0.4823 -2.8823 1.6549 0.3 0.8 2.0 0.13
H 0.9142 -2.7649 2.9263 -2.3 0.1 -0.1 0.15
H -0.8313 -3.7662 4.8037 -0.3 -0.5 -2.7 0.14
H -2.2513 -3.7229 3.5150 2.4 0.3 0.3 0.12
H -1.0411 -5.0549 2.0878 0.7 -0.3 2.1 0.10
H -4.1626 -1.6207 -1.3656 0.9 1.4 2.1 0.14
H -3.2546 -1.6383 0.3895 -1.0 1.5 -1.8 0.15
H -5.6501 -0.4139 1.1974 0.4 -1.7 -1.6 0.15
H -5.2140 -3.6223 0.6579 -0.7 1.9 1.3 0.09
H -4.7243 -2.6734 2.2209 -1.8 0.2 -1.8 0.08
H -6.6134 -2.8645 1.7206 2.5 0.3 -0.7 0.09
H -7.7364 -1.2276 0.0617 2.1 -0.2 -1.3 0.14
H -6.5878 0.9791 -1.2095 0.0 -2.2 -0.9 0.07
H -6.1445 -0.3495 -2.6018 -1.1 0.9 1.9 0.06
H -7.9240 -0.0317 -2.0714 2.4 -0.1 0.8 0.10
H -5.9532 -3.1548 -1.9133 -2.0 0.7 0.9 0.08
H -7.3924 -3.5331 -0.6139 1.3 1.4 -1.9 0.08
H -7.8222 -2.5826 -2.1874 2.2 -0.5 1.4 0.09
H -0.7489 0.6111 -3.0665 -0.2 -1.1 1.9 0.12
H -0.8754 -1.2463 -3.0093 0.3 2.0 1.9 0.17
C 6.1955 -8.7734 2.1946 0.0 0.3 -0.1 -0.06
C 5.2560 -9.4346 1.4039 -0.1 0.3 -0.2 -0.06
C 4.5349 -8.7292 0.4391 0.2 -0.2 0.2 0.01
C 4.7452 -7.3550 0.2725 0.1 -0.5 0.3 -0.09
C 5.6667 -6.6893 1.0799 0.1 -0.6 0.3 -0.08
C 6.4022 -7.4024 2.0355 -0.1 -0.3 0.0 0.01
C 5.8608 -5.2310 0.9468 0.9 0.7 0.8 -0.28
O 6.6727 -4.6461 1.6531 -0.4 -0.3 -0.4 0.09
C 5.0566 -4.4870 -0.0431 -0.2 0.5 -0.2 -0.09
C 5.1887 -3.0956 -0.1398 -0.2 0.2 -0.2 0.01
C 4.4416 -2.3858 -1.0824 0.2 -0.4 0.2 -0.05
C 3.5700 -3.0625 -1.9351 0.2 -0.4 0.0 -0.08
C 3.4323 -4.4479 -1.8372 0.1 0.4 0.0 0.02
C 4.1701 -5.1601 -0.8824 -0.2 0.6 -0.3 -0.08
C 3.9908 -6.6206 -0.7626 -1.0 -0.7 -0.9 -0.28
O 3.2215 -7.2155 -1.5086 0.5 0.3 0.5 0.09
H 6.7641 -9.3249 2.9402 -0.1 0.1 -0.1 0.11
H 5.0858 -10.5008 1.5366 0.0 0.2 0.0 0.11
H 3.8069 -9.2531 -0.1781 0.2 0.3 0.1 0.12
H 7.1332 -6.8920 2.6601 -0.2 0.0 -0.2 0.12
H 5.8694 -2.5600 0.5201 -0.1 -0.3 -0.1 0.12
H 4.5419 -1.3048 -1.1522 0.0 -0.2 0.0 0.10
H 2.9933 -2.5108 -2.6744 0.2 -0.2 0.2 0.08
H 2.7462 -4.9688 -2.5031 0.2 0.0 0.3 0.12
C 5.7195 8.5891 2.2711 -0.1 -0.3 -0.2 -0.06
C 5.8882 8.0286 3.5369 -0.1 -0.4 -0.1 -0.06
C 5.6975 6.6587 3.7251 0.1 0.3 0.0 0.01
C 5.3249 5.8481 2.6460 0.1 0.6 0.2 -0.09
C 5.1323 6.4127 1.3857 0.2 0.6 0.2 -0.09
C 5.3413 7.7848 1.1951 0.1 0.2 0.3 0.00
C 4.6911 5.5758 0.2512 -0.2 0.5 -1.3 -0.28
O 4.5251 6.0703 -0.8570 0.1 -0.3 0.6 0.09
C 4.4445 4.1371 0.4735 -0.2 -0.6 -0.2 -0.09
C 3.9703 3.3434 -0.5791 0.0 -0.4 0.1 0.02
C 3.7472 1.9791 -0.3810 0.3 0.4 -0.1 -0.07
C 4.0051 1.4031 0.8626 0.2 0.3 0.2 -0.06
C 4.4722 2.1924 1.9146 -0.1 -0.2 -0.3 0.01
C 4.6829 3.5642 1.7219 -0.2 -0.5 -0.2 -0.09
C 5.1428 4.3973 2.8506 0.3 -0.7 1.3 -0.28
O 5.3653 3.8927 3.9451 -0.1 0.3 -0.7 0.10
H 5.8770 9.6552 2.1224 0.0 -0.2 0.0 0.11
H 6.1705 8.6577 4.3781 0.0 -0.1 -0.1 0.11
H 5.8361 6.2272 4.7150 -0.1 -0.1 -0.3 0.12
H 5.2061 8.2302 0.2111 0.0 -0.3 0.2 0.12
H 3.7695 3.7847 -1.5541 0.1 0.0 0.3 0.12
H 3.3740 1.3657 -1.1983 0.2 0.2 0.2 0.08
H 3.8383 0.3390 1.0152 0.0 0.2 0.0 0.11
H 4.6666 1.7367 2.8840 0.0 0.3 -0.2 0.12
```
Forces are in eV/Å.

=====

DFT (ωB97M-V with the def2-TZVPD basis set) results for a structure of composition C49H60N3O5S2SeSm.

Output
Charge: -2
Molecular weight, g mol⁻¹: 1064.489
Max |F|, eV/A: 2.04
ΔE to the lowest compared entry with this formula, charge and spin, kcal per mole: 0.0
Lowest unoccupied orbital energy (spin up / spin down), Eh: 0.129 / 0.129
E_tot, Eh: -6299.7480
Expectation value of S²: 8.758
2S+1: 6

Structure (XYZ):
```
121
Properties=species:S:1:pos:R:3:forces:R:3:lowdin_spin:R:1
Sm -1.8645 2.5292 -1.2858 -0.1 0.9 0.3 5.05
C 0.8795 3.7136 -3.0651 0.4 0.0 0.2 0.00
O 0.4067 2.6176 -2.2560 0.1 -0.4 -0.3 0.00
C 1.3662 1.6165 -2.0397 -0.1 0.2 -0.1 0.00
C 2.1808 1.7417 -0.9093 0.2 -0.3 0.0 0.00
C 2.0286 2.8855 0.0580 0.1 0.5 0.1 0.00
C 1.3551 2.5820 1.3801 0.3 0.0 0.1 0.00
C 1.9335 3.0505 2.5540 -0.6 0.3 0.6 0.00
C 1.2357 3.0432 3.7731 -0.8 -0.3 -0.6 0.00
C -0.0320 2.4128 3.7901 1.1 0.2 -1.2 0.00
C -0.6046 1.9026 2.6202 -0.4 -0.1 1.0 0.00
C -2.0355 1.3915 2.6102 -0.5 0.6 0.3 0.00
C -2.3065 0.0584 1.9544 0.4 0.1 0.2 0.00
C -1.9343 -1.1165 2.5942 -0.3 -0.3 -1.0 0.00
C -2.1318 -2.3748 2.0229 -0.5 0.0 -0.6 0.00
C -2.6788 -2.4417 0.7322 0.1 0.6 0.9 0.00
C -3.0609 -1.2722 0.0593 0.3 -0.3 0.4 0.00
C -3.5292 -1.3658 -1.3693 -0.1 0.3 -0.2 0.00
C -2.3493 -1.6423 -2.2694 0.1 -1.0 -0.1 0.00
C -2.0197 -2.9658 -2.5913 0.5 0.4 -0.4 0.00
C -0.8754 -3.2740 -3.3396 -0.3 0.3 0.3 0.00
C -0.0984 -2.2046 -3.7945 -0.1 -0.1 0.0 0.00
C -0.4106 -0.8927 -3.5031 0.3 0.1 -0.4 0.00
C 0.4527 0.2553 -3.9966 -0.2 -0.1 0.5 0.00
C 1.4904 0.5471 -2.9224 0.1 0.1 0.3 0.00
C 2.5347 -0.3667 -2.6799 -0.3 -0.4 -0.7 0.00
C 3.4090 -0.2666 -1.6229 -0.4 0.6 0.6 0.00
C 3.1668 0.7823 -0.7196 0.3 0.0 -0.2 0.00
C 4.5618 -1.2301 -1.3399 -0.3 0.3 -0.5 0.00
C 5.8782 -0.4390 -1.3611 0.1 -0.2 0.1 0.00
C 4.3508 -1.8474 0.0285 0.4 -0.1 0.2 0.00
C 4.6669 -2.3575 -2.3620 -0.5 0.0 -0.2 0.00
C -1.5222 -0.6008 -2.7060 -0.5 -0.1 -0.1 0.00
O -1.8486 0.6412 -2.4387 -0.1 0.6 0.1 -0.01
C -0.3925 -4.6974 -3.5750 -0.4 0.0 0.5 0.00
C -0.3642 -5.0338 -5.0547 0.2 -0.4 0.4 0.00
C 1.0036 -4.8014 -2.9737 0.4 0.2 0.1 0.00
C -1.2957 -5.7293 -2.8737 0.3 0.4 0.0 0.00
C -2.8988 -0.0436 0.6979 -0.4 -0.5 -0.2 0.00
O -3.4299 1.0777 0.0568 0.4 0.1 0.3 0.00
C -4.8497 1.1635 0.2192 -0.3 -0.5 -0.3 0.00
C -1.7482 -3.6133 2.8171 -0.4 -0.1 0.8 0.00
C -2.5346 -3.6678 4.1569 0.2 0.3 -0.5 0.00
C -0.2516 -3.5429 3.1402 0.0 -0.1 0.0 0.00
C -2.0348 -4.9444 2.1137 0.5 0.3 0.4 0.00
C 0.0509 2.0723 1.4124 0.6 0.1 -0.6 0.00
O -0.5845 1.8247 0.2784 -0.3 -0.2 -0.3 -0.01
C 1.6883 3.8372 4.9923 0.2 -0.4 0.1 0.00
C 2.9868 4.6005 4.7323 -0.2 0.2 0.3 0.00
C 0.6426 4.8691 5.3935 -0.4 0.1 -0.4 0.00
C 1.9074 2.8901 6.1798 -0.1 0.3 0.0 0.00
H 1.8301 4.0625 -2.6490 -0.1 0.0 0.0 0.00
H 1.0315 3.3735 -4.0914 -0.1 0.1 0.0 0.00
H 0.1436 4.5131 -3.0019 0.2 -0.1 0.0 0.00
H 3.0296 3.3007 0.2769 -0.4 -0.1 -0.1 0.00
H 1.4435 3.7007 -0.3938 0.3 -0.3 0.0 0.00
H 2.8542 3.6188 2.4913 0.0 -0.2 -0.1 0.00
H -0.6119 2.4312 4.6833 -0.4 -0.1 0.6 0.00
H -2.4006 1.3663 3.6559 0.1 -0.1 -0.4 0.00
H -2.6532 2.1491 2.1038 0.1 -0.1 0.2 0.00
H -1.4518 -1.0620 3.5390 0.3 0.3 0.8 0.00
H -2.8411 -3.4047 0.2748 0.0 -0.1 -0.2 0.00
H -4.2741 -2.1488 -1.4649 0.0 -0.4 0.0 0.00
H -4.0440 -0.4598 -1.6770 0.2 0.2 0.0 0.00
H -2.6777 -3.7599 -2.2606 0.0 0.0 0.1 0.00
H 0.7887 -2.3758 -4.4035 -0.1 -0.1 0.1 0.00
H 0.9279 -0.0070 -4.9452 0.0 0.0 0.1 0.00
H -0.2184 1.1058 -4.1387 0.3 0.1 -0.1 0.00
H 2.6240 -1.2319 -3.3364 -0.1 0.2 -0.1 0.00
H 3.8229 0.8743 0.1411 -0.2 0.1 0.1 0.00
H 5.8817 0.3055 -0.5582 0.1 0.0 -0.2 0.00
H 6.7124 -1.1406 -1.1864 -0.1 0.3 -0.1 0.00
H 6.0177 0.0780 -2.3239 0.0 -0.2 0.3 0.00
H 4.4323 -1.1003 0.8013 -0.2 0.3 0.3 0.00
H 3.3932 -2.3474 0.1174 -0.2 0.0 -0.1 0.00
H 5.1388 -2.5679 0.2242 0.2 -0.3 0.1 0.00
H 4.7768 -1.9485 -3.3764 0.0 -0.2 0.2 0.00
H 5.5481 -2.9552 -2.1185 0.0 -0.1 -0.1 0.00
H 3.7728 -3.0111 -2.3180 0.4 0.3 -0.1 0.00
H 0.3211 -4.3904 -5.5781 0.3 0.3 -0.4 0.00
H -0.0498 -6.0727 -5.1751 0.1 0.0 -0.2 0.00
H -1.3504 -4.9259 -5.4683 -0.5 0.1 -0.3 0.00
H 1.6963 -4.0616 -3.4050 -0.3 -0.2 0.2 0.00
H 0.9445 -4.6249 -1.8949 0.1 0.0 -0.1 0.00
H 1.4294 -5.7847 -3.1421 0.1 -0.3 0.0 0.00
H -2.2825 -5.7230 -3.3340 -0.2 0.0 0.2 0.00
H -0.8798 -6.7214 -3.0242 0.1 -0.2 0.0 0.00
H -1.3460 -5.5322 -1.7905 -0.2 -0.1 -0.4 0.00
H -5.3295 0.2851 -0.2433 0.2 0.2 0.2 0.00
H -5.1077 1.2013 1.2723 0.1 0.1 0.2 0.00
H -5.1642 2.0545 -0.3002 -0.1 0.3 0.0 0.00
H -2.3577 -2.7948 4.7784 0.1 0.1 0.1 0.00
H -3.6075 -3.7270 3.9924 -0.1 -0.1 -0.1 0.00
H -2.2137 -4.5507 4.6948 0.0 -0.3 0.3 0.00
H 0.0023 -2.6495 3.7204 -0.1 -0.2 0.0 0.00
H 0.0288 -4.4349 3.7098 0.2 0.1 0.0 0.00
H 0.3280 -3.5049 2.2168 0.1 -0.1 0.0 0.00
H -3.0798 -5.0804 1.8756 -0.3 0.0 -0.1 0.00
H -1.4464 -4.9889 1.2143 0.2 -0.2 -0.6 0.00
H -1.7173 -5.7638 2.7720 -0.1 0.1 -0.1 0.00
H 2.8961 5.2980 3.8980 0.0 -0.2 -0.1 0.00
H 3.1909 5.2104 5.6198 0.2 -0.2 0.0 0.00
H 3.7998 3.9010 4.5585 0.3 0.1 0.0 0.00
H 0.4909 5.5744 4.5700 0.0 0.0 0.1 0.00
H -0.3211 4.4018 5.5941 0.0 0.0 0.1 0.00
H 0.9701 5.4074 6.2865 0.0 0.1 0.0 0.00
H 2.6722 2.1666 5.9695 0.5 -0.4 -0.2 0.00
H 2.2238 3.4631 7.0440 0.1 0.2 0.4 0.00
H 1.0147 2.3309 6.4478 -0.2 0.0 0.0 0.00
O -4.3568 1.7341 -2.8341 0.3 0.0 0.1 0.00
H -3.5231 1.2914 -3.0862 -0.2 -0.1 -0.1 0.00
H -4.4165 2.5261 -3.3863 0.0 0.0 0.0 0.00
S -0.8705 5.4629 -0.3494 -0.8 -0.5 -0.6 0.00
C 0.5384 5.7213 0.4621 -0.5 0.0 0.0 0.00
N 1.4657 5.9725 1.1010 1.2 0.2 0.6 0.00
Se -4.3005 4.6683 -0.6174 0.2 -0.4 0.3 -0.01
C -4.2911 4.3035 1.1998 0.0 0.0 -0.2 0.00
N -4.3079 4.0445 2.3327 0.0 0.1 -0.3 0.00
S -2.3898 3.8928 -4.0594 -0.2 -0.5 0.1 0.00
C -1.6646 5.3524 -4.3998 -0.8 -1.5 0.5 0.00
N -1.1260 6.3353 -4.6263 0.9 1.7 -0.6 0.00
```
Forces are in eV/Å.